Record 1
This record from the Open Molecules 2025 dataset describes a molecular structure, C31H46AuCl5OSi5. The level of theory is ωB97M-V with the def2-TZVPD basis set.

Summary:
Energy above the lowest of the compared OMol25 structures with the same formula, charge and spin, kJ/mol: 0.0
Frontier orbital gap (alpha / beta), eV: 7.0031 / 7.5386
Largest force on an atom, eV/A: 0.86
Multiplicity: 3
<S²>: 2.05

XYZ file:
```
89
C31H46AuCl5OSi5 | the Open Molecules 2025 dataset | ωB97M-V with the def2-TZVPD basis set
Au -0.76 -1.44 0.11
Cl -2.69 -1.65 -2.62
C -2.50 -3.13 -1.73
C -1.81 -3.11 -0.52
C -1.72 -4.31 0.17
Cl -0.90 -4.33 1.70
C -2.24 -5.51 -0.32
Cl -2.09 -6.97 0.56
C -2.91 -5.50 -1.55
Cl -3.56 -6.96 -2.19
C -3.04 -4.31 -2.26
Cl -3.86 -4.29 -3.77
C -0.75 2.09 4.80
C 0.18 1.24 3.92
C 0.20 -0.20 4.45
C 1.60 1.81 4.00
Si -0.38 1.33 2.11
O 0.57 0.36 1.17
C -2.08 0.57 1.79
C -3.01 1.17 0.92
C -4.18 0.51 0.55
C -4.46 -0.76 1.04
C -3.56 -1.37 1.90
C -2.38 -0.72 2.26
C -0.36 3.07 1.43
C -1.33 3.94 1.87
C -1.58 5.18 1.24
C -0.92 5.49 0.02
C 0.06 4.68 -0.45
C 0.59 3.53 0.36
H -0.45 1.99 5.85
H -1.79 1.76 4.73
H -0.70 3.15 4.54
H 0.73 -0.22 5.41
H 0.71 -0.89 3.77
H -0.81 -0.58 4.64
H 1.95 1.77 5.04
H 1.63 2.86 3.69
H 2.30 1.25 3.39
H -2.81 2.15 0.52
H -4.87 0.99 -0.13
H -5.36 -1.27 0.75
H -3.75 -2.37 2.27
H -1.69 -1.23 2.92
H -2.00 3.65 2.67
H -2.35 5.83 1.62
H -1.22 6.36 -0.54
H 0.56 4.90 -1.39
H 0.82 2.69 -0.30
C 0.86 -3.49 -3.88
Si 1.99 -2.77 -2.55
C 3.62 -2.26 -3.32
C 2.31 -4.11 -1.26
Si 0.95 -0.92 -1.57
Si 1.96 -0.22 0.44
C 3.39 1.00 0.33
C 1.93 4.00 0.98
C 2.55 -1.59 1.57
Si 0.37 0.83 -3.03
C 0.18 0.14 -4.76
C 1.70 2.16 -3.06
C -1.27 1.58 -2.49
H 1.28 -4.43 -4.26
H 0.75 -2.81 -4.73
H -0.13 -3.70 -3.48
H 4.06 -3.09 -3.88
H 4.34 -1.96 -2.54
H 3.51 -1.41 -4.00
H 2.54 -5.05 -1.76
H 1.44 -4.27 -0.63
H 3.15 -3.85 -0.62
H 3.22 1.84 -0.35
H 4.25 0.43 -0.04
H 3.67 1.38 1.31
H 2.62 4.33 0.20
H 1.75 4.84 1.65
H 2.42 3.20 1.54
H 3.50 -2.01 1.23
H 1.83 -2.40 1.67
H 2.72 -1.16 2.56
H 1.13 -0.25 -5.14
H -0.14 0.93 -5.44
H -0.56 -0.66 -4.80
H 2.67 1.75 -3.35
H 1.81 2.65 -2.08
H 1.43 2.94 -3.79
H -2.02 0.80 -2.33
H -1.65 2.27 -3.25
H -1.17 2.14 -1.56
```

Record 2
This record from the Open Molecules 2025 dataset describes a molecular structure, C4H14N2O2. The level of theory is ωB97M-V with the def2-TZVPD basis set.

Summary:
Energy above the lowest of the compared OMol25 structures with the same formula, charge and spin, kJ/mol: 413.2
Frontier orbital gap, eV: 8.0925
Largest force on an atom, eV/A: 3.17

XYZ file:
```
22
C4H14N2O2 | the Open Molecules 2025 dataset | ωB97M-V with the def2-TZVPD basis set
N 0.47 0.85 1.68
C 0.71 0.84 0.30
C 0.09 -0.01 -0.65
C -0.10 0.33 -2.07
O -1.92 -0.17 1.59
C 1.94 -0.16 -0.14
N 1.89 -1.41 0.61
H -0.55 0.47 1.83
H 0.51 1.82 1.95
H 0.92 1.84 -0.07
H -0.27 -0.98 -0.36
H -1.19 0.36 -2.20
H 0.30 1.30 -2.37
H 0.28 -0.45 -2.73
H -2.44 0.20 2.29
H 2.77 0.47 0.19
H 2.21 -0.47 -1.15
H 2.74 -1.94 0.64
H 1.34 -1.41 1.45
H -3.97 -0.63 -0.64
H -2.69 -0.37 0.42
O -3.03 -0.48 -0.58
```

Record 3
This record from the Open Molecules 2025 dataset describes 6 unconnected molecules or ions with the total composition C13H30NO20S5. The level of theory is ωB97M-V with the def2-TZVPD basis set.

Summary:
Net charge: +1
Frontier orbital gap, eV: 9.6160
Largest force on an atom, eV/A: 1.27

XYZ file:
```
69
C13H30NO20S5 | the Open Molecules 2025 dataset | ωB97M-V with the def2-TZVPD basis set
C -3.74 -3.74 -1.43
C -4.05 -2.57 -2.36
N -4.23 -1.26 -1.64
C -2.93 -0.70 -1.18
H -4.33 -4.63 -1.65
H -2.69 -4.01 -1.57
H -3.83 -3.51 -0.36
H -4.94 -2.72 -2.98
H -3.21 -2.43 -3.05
H -4.82 -1.41 -0.82
H -4.73 -0.63 -2.27
H -2.18 -0.66 -1.97
H -3.11 0.30 -0.77
H -2.56 -1.37 -0.40
C -1.22 3.55 -1.41
C -0.02 2.74 -1.85
O 0.72 2.52 -0.64
S -0.28 2.40 0.60
O -0.51 1.01 0.85
O 0.13 3.29 1.61
O -1.58 2.99 -0.13
H -0.97 4.60 -1.26
H -2.05 3.47 -2.10
H 0.59 3.26 -2.58
H -0.32 1.77 -2.25
C 1.12 -0.98 2.74
C 0.44 -1.98 1.83
O 1.40 -3.04 1.67
S 2.26 -3.18 3.03
O 1.70 -4.22 3.81
O 3.63 -3.14 2.68
O 1.84 -1.78 3.68
H 1.83 -0.37 2.18
H 0.40 -0.34 3.25
H 0.17 -1.56 0.87
H -0.45 -2.40 2.31
C 4.54 6.40 2.95
C 3.91 7.56 2.20
O 2.77 6.98 1.56
S 2.16 5.82 2.48
O 1.09 6.34 3.24
O 2.01 4.65 1.69
O 3.43 5.65 3.45
H 5.12 5.75 2.29
H 5.17 6.73 3.77
H 4.58 7.99 1.46
H 3.57 8.34 2.88
C 3.67 -0.01 -5.41
C 3.82 1.13 -4.42
O 2.77 2.05 -4.77
S 1.51 1.23 -5.33
O 0.57 1.07 -4.27
O 1.13 1.79 -6.57
O 2.24 -0.16 -5.56
H 4.09 0.24 -6.38
H 4.11 -0.94 -5.05
H 4.79 1.61 -4.48
H 3.65 0.79 -3.40
C -1.84 -6.31 2.50
C -1.68 -5.17 3.49
O -2.71 -4.23 3.12
S -3.98 -5.02 2.56
O -4.94 -5.15 3.58
O -4.32 -4.47 1.29
O -3.27 -6.43 2.33
H -1.40 -6.06 1.53
H -1.43 -7.24 2.86
H -0.70 -4.71 3.44
H -1.87 -5.51 4.51
```

Record 4
This record from the Open Molecules 2025 dataset describes a single C4H3ClN6 molecule. The level of theory is ωB97M-V with the def2-TZVPD basis set.

Summary:
Energy above the lowest of the compared OMol25 structures with the same formula, charge and spin, kJ/mol: 0.0
Frontier orbital gap, eV: 8.7194
Largest force on an atom, eV/A: 2.58
SMILES: Nc1cnn2nnnc2c1Cl

XYZ file:
```
14
C4H3ClN6 | the Open Molecules 2025 dataset | ωB97M-V with the def2-TZVPD basis set
Cl 0.85 0.96 -2.17
N -0.67 3.53 1.23
N -0.47 2.77 2.26
N 0.38 0.53 2.44
N -0.38 2.94 0.04
C 0.76 -0.48 1.68
C 0.07 1.78 0.38
C 0.61 0.73 -0.46
C 0.93 -0.40 0.22
N 1.51 -1.42 -0.52
N 0.04 1.66 1.74
H 0.99 -1.43 2.15
H 1.28 -1.39 -1.52
H 1.54 -2.37 -0.07
```

no.,total energy (Eh)
1,-5168.3518
2,-420.6477
3,-4063.4712
4,-942.8873